A structure of composition C39H42BrIMnN3O2S. Source: the OMol25 dataset; level of theory: ωB97M-V with the def2-TZVPD basis set.

```
! RIJCOSX wB97M-V def2-TZVPD def2/J DEFGRID3
* xyz 2 5
I 1.962 5.518 2.908
Br 1.173 0.100 1.625
Mn 0.443 1.074 -0.793
S 0.896 -2.053 -1.297
O -1.134 0.454 -0.251
O 0.875 -0.587 -1.780
N -0.103 1.935 -2.747
N 0.032 2.920 0.113
N 2.230 1.827 -1.410
C -2.816 -0.795 0.965
C -1.375 2.434 -4.704
C 3.901 -3.250 1.048
C -3.674 0.171 -1.287
C -2.171 -1.820 3.126
C 2.516 -2.356 -0.683
C -1.248 1.928 -3.402
C -2.517 -2.633 4.374
C -0.880 -1.320 2.964
C -0.610 -0.586 1.837
C 0.587 4.694 1.601
C -1.645 -3.895 4.407
C 0.949 -2.922 -2.837
C 2.170 3.511 -5.222
C -3.997 -0.602 -0.007
C -0.273 2.955 -5.326
C -1.492 4.714 0.426
C 3.323 3.512 -4.526
C -1.130 3.520 -0.162
C 6.389 -2.885 1.063
C 3.362 1.768 -0.725
C 2.231 2.407 -2.639
C 4.878 -2.001 -0.755
C 0.992 2.438 -3.366
C -3.987 -3.054 4.393
C 0.873 3.492 0.982
C -3.084 -1.540 2.123
C 4.557 2.303 -1.207
C 2.641 -3.068 0.502
C 3.629 -1.819 -1.323
C 0.964 2.969 -4.651
C -1.523 -0.293 0.827
C -2.236 -1.783 5.620
C -5.108 0.166 0.726
C -0.622 5.316 1.322
C 3.385 2.945 -3.205
C -4.520 -1.982 -0.433
C 5.033 -2.710 0.439
C 4.568 2.894 -2.445
H 6.560 -3.925 1.339
H -3.364 1.193 -1.067
H 3.335 1.269 0.236
H 4.009 -3.820 1.962
H 1.766 -3.486 0.985
H -1.182 -1.509 5.698
H 4.225 3.936 -4.949
H -3.746 -2.549 -0.955
H -0.105 -1.498 3.698
H 3.521 -1.270 -2.251
H -0.338 3.354 -6.331
H -5.474 -0.380 1.595
H 5.480 3.317 -2.848
H 5.754 -1.606 -1.256
H -2.339 2.409 -5.192
H -0.580 -3.649 4.427
H 0.042 -2.673 -3.385
H 5.448 2.241 -0.599
H -5.953 0.328 0.055
H -2.497 -2.344 6.519
H -2.099 1.507 -2.883
H -2.445 5.165 0.188
H -4.748 1.140 1.067
H -1.866 -4.477 5.303
H -4.581 0.216 -1.894
H -4.655 -2.191 4.391
H 2.129 3.923 -6.222
H -0.883 6.252 1.799
H -2.896 -0.319 -1.873
H -4.860 -2.576 0.414
H -4.186 -3.622 5.302
H -4.088 -1.922 2.234
H -5.368 -1.861 -1.110
H -4.239 -3.693 3.545
H 7.184 -2.573 0.389
H 1.797 2.973 1.195
H 6.466 -2.293 1.977
H -1.781 3.016 -0.862
H 1.839 -2.635 -3.393
H -2.827 -0.865 5.609
H -1.834 -4.525 3.536
H 0.964 -3.987 -2.602
*
```

Output
ΔE to the lowest compared entry with this formula, charge and spin in kJ/mol: 0.0
Frontier orbital gap (alpha / beta) in eV: 6.75 / 6.88
DFT total energy in Ha: -6246.6018
Molecular weight in g mol⁻¹: 878.6